Record 1
A single CH4N6 molecule. Source: the Open Molecules 2025 dataset; level of theory: ωB97M-V with the def2-TZVPD basis set.

- net charge = 0
- structure (SMILES) = N/N=c1/nn[nH][nH]1
- gap between HOMO and LUMO (eV) = 8.39
- LUMO level (eV) = 0.75

Each line ends with the Mulliken charge.
Geometry (Å):
N 1.406 1.386 0.608  -0.449
N 0.877 1.243 -0.618  -0.406
C 0.038 0.240 -0.694  0.585
N -0.768 -0.153 -1.727  -0.226
N -1.512 -1.049 -1.339  -0.328
N -1.163 -1.510 -0.205  -0.015
N -0.195 -0.686 0.362  -0.187
H 0.693 1.329 1.397  0.203
H 1.926 2.237 0.804  0.248
H -1.855 -1.933 0.492  0.282
H 0.553 -1.104 0.921  0.295



Record 2
2 unconnected molecules or ions with the total composition CH4N6O. Source: the Open Molecules 2025 dataset; level of theory: ωB97M-V with the def2-TZVPD basis set.

- net charge = 0
- gap between HOMO and LUMO (eV) = 7.29
- LUMO level (eV) = -1.15

Each line ends with the Mulliken charge.
Geometry (Å):
C 0.207 0.026 0.082  0.416
H 2.250 1.216 0.590  0.343
H 3.354 0.117 -0.928  0.259
H -2.334 -1.960 -0.146  0.237
H -1.232 -1.381 1.010  0.237
N 2.525 0.065 -0.143  -0.496
N 1.294 -0.622 -0.233  -0.293
N 0.075 1.409 0.475  -0.257
N -1.145 1.857 -0.035  -0.060
N -1.146 -0.265 -0.510  0.071
N -1.875 -1.250 0.361  -0.389
O -1.971 0.787 -0.523  -0.068



Record 3
2 unconnected molecules or ions with the total composition CH4NO. Source: the Open Molecules 2025 dataset; level of theory: ωB97M-V with the def2-TZVPD basis set.

- net charge = +1
- gap between HOMO and LUMO (alpha / beta) (eV) = 10.21 / 5.06
- LUMO level (alpha / beta) (eV) = -6.54 / -10.68

Each line ends with the Mulliken charge.
Geometry (Å):
C 1.705 0.380 0.386  0.073
N -1.822 -0.375 -0.542  -0.303
O 0.991 -0.112 -0.358  -0.021
H 1.455 0.487 1.543  0.311
H 2.716 0.904 0.138  0.326
H -1.237 -1.108 -0.978  0.318
H -2.068 0.325 -1.220  0.297



Record 4
2 unconnected molecules or ions with the total composition CH4NO2. Source: the Open Molecules 2025 dataset; level of theory: ωB97M-V with the def2-TZVPD basis set.

- net charge = +1
- gap between HOMO and LUMO (alpha / beta) (eV) = 7.29 / 7.43
- LUMO level (alpha / beta) (eV) = -7.81 / -7.75

Each line ends with the Mulliken charge.
Geometry (Å):
C 1.254 -1.028 0.362  0.066
N 0.892 0.077 0.176  -0.039
O -1.899 1.149 0.064  -0.244
O -0.905 0.758 -0.787  -0.267
H 1.212 -2.172 0.334  0.345
H 2.334 -0.725 0.677  0.365
H -0.416 1.541 -1.076  0.407
H -2.472 0.399 0.250  0.367



Record 5
2 unconnected molecules or ions with the total composition CH4NO2S. Source: the Open Molecules 2025 dataset; level of theory: ωB97M-V with the def2-TZVPD basis set.

- net charge = -1
- gap between HOMO and LUMO (alpha / beta) (eV) = 6.80 / 6.80
- LUMO level (alpha / beta) (eV) = 4.29 / 4.29

Each line ends with the Mulliken charge.
Geometry (Å):
C 0.410 -0.325 0.379  -0.761
N 1.732 -0.186 -0.335  -0.611
O -2.194 0.414 -1.366  -0.555
O -2.529 1.083 1.057  -0.600
S -1.993 0.037 0.056  0.485
H 1.494 -0.289 -1.266  0.242
H 0.728 -0.037 1.413  0.337
H 0.260 -1.426 0.339  0.255
H 2.091 0.729 -0.278  0.209



Record 6
2 unconnected molecules or ions with the total composition CH4NO2S. Source: the Open Molecules 2025 dataset; level of theory: ωB97M-V with the def2-TZVPD basis set.

- net charge = -1
- gap between HOMO and LUMO (alpha / beta) (eV) = 5.46 / 6.47
- LUMO level (alpha / beta) (eV) = 2.49 / 2.67

Each line ends with the Mulliken charge.
Geometry (Å):
C -1.385 0.633 -0.306  -0.575
N -0.190 -1.678 -0.374  -0.537
O -1.448 -0.766 1.781  -0.604
O 2.176 0.718 1.258  -0.908
S -0.595 -0.553 0.577  0.799
H -0.693 1.272 -1.002  0.197
H -2.084 1.299 0.268  0.244
H 2.938 0.288 1.039  0.145
H 0.573 -2.227 -0.049  0.239



Record 7
2 unconnected molecules or ions with the total composition CH4NO3. Source: the Open Molecules 2025 dataset; level of theory: ωB97M-V with the def2-TZVPD basis set.

- net charge = -1
- gap between HOMO and LUMO (eV) = 8.69
- LUMO level (eV) = 4.33

Each line ends with the Mulliken charge.
Geometry (Å):
N 0.958 0.448 -1.137  -0.432
C -0.289 -0.240 -1.054  0.583
O -0.292 -1.219 -0.255  -0.852
O -1.219 0.214 -1.732  -0.721
H 0.960 1.400 -1.484  0.188
H 1.567 0.241 -0.353  0.227
H -0.806 0.420 2.271  0.274
H -0.351 -0.769 1.403  0.437
O -0.528 -0.495 2.340  -0.704



Record 8
2 unconnected molecules or ions with the total composition CH4NO3. Source: the Open Molecules 2025 dataset; level of theory: ωB97M-V with the def2-TZVPD basis set.

- spin multiplicity = 2
- net charge = 0
- <S²> = 0.756
- gap between HOMO and LUMO (alpha / beta) (eV) = 11.27 / 7.26
- LUMO level (alpha / beta) (eV) = 0.38 / -3.62

Each line ends with the Mulliken charge.
Geometry (Å):
N 0.049 0.273 -1.442  -0.428
C -0.876 -0.258 -0.583  0.740
O -0.571 -0.684 0.521  -0.551
O -2.071 -0.254 -1.024  -0.298
H -0.332 0.746 -2.257  0.251
H 0.815 -0.349 -1.685  0.253
H 1.266 0.034 1.448  0.344
H 0.391 0.242 2.639  0.319
O 1.329 0.250 2.385  -0.630



Record 9
A gas-phase ion, CH4NO3 (charge +1). Source: the Open Molecules 2025 dataset; level of theory: ωB97M-V with the def2-TZVPD basis set.

- spin multiplicity = 3
- net charge = +1
- <S²> = 2.017
- gap between HOMO and LUMO (alpha / beta) (eV) = 8.87 / 8.82
- LUMO level (alpha / beta) (eV) = -7.02 / -9.32

Each line ends with the Mulliken charge.
Geometry (Å):
C -0.505 0.525 0.815  -0.639
N 0.382 1.208 -0.002  0.719
O 1.586 0.671 -0.356  -0.235
O 2.333 -0.643 0.021  -0.015
O 0.077 2.345 -0.232  -0.270
H -0.236 -0.567 0.842  0.316
H -1.484 0.822 0.706  0.350
H -0.430 0.963 1.826  0.354
H 3.146 -0.631 -0.567  0.420



Record 10
A molecular structure, CH4NO3S. Source: the Open Molecules 2025 dataset; level of theory: ωB97M-V with the def2-TZVPD basis set.

- net charge = -1
- gap between HOMO and LUMO (alpha / beta) (eV) = 7.29 / 7.29
- LUMO level (alpha / beta) (eV) = 4.01 / 4.01

Each line ends with the Mulliken charge.
Geometry (Å):
C -0.562 -0.948 -0.331  -0.800
N 1.034 1.035 1.687  -0.344
O 2.024 -1.564 -0.028  -0.687
O 1.610 0.394 -1.371  -0.607
O 1.524 2.263 1.412  -0.349
S 1.299 -0.292 -0.147  0.776
H -0.322 -1.902 0.136  0.249
H -1.220 -0.324 0.286  0.259
H -0.910 -1.007 -1.412  0.219
H 2.420 2.402 1.819  0.284



Record 11
A single CH4NOPS molecule. Source: the Open Molecules 2025 dataset; level of theory: ωB97M-V with the def2-TZVPD basis set.

- net charge = 0
- gap between HOMO and LUMO (alpha / beta) (eV) = 8.05 / 8.16
- LUMO level (alpha / beta) (eV) = -0.68 / -0.22

Each line ends with the Mulliken charge.
Geometry (Å):
C 0.318 0.043 -1.055  -0.430
N -0.195 -1.334 1.477  0.023
O 0.873 -1.414 0.799  -0.400
P -1.359 0.039 -0.645  -0.053
S -1.681 -1.610 0.784  -0.048
H 1.183 0.751 -0.942  0.328
H 0.616 -0.887 -1.611  0.249
H -0.225 -0.581 2.253  0.288
H -1.369 0.908 0.563  0.043



Record 12
2 unconnected molecules or ions with the total composition CH4NOS. Source: the Open Molecules 2025 dataset; level of theory: ωB97M-V with the def2-TZVPD basis set.

- net charge = -1
- gap between HOMO and LUMO (eV) = 5.57
- LUMO level (eV) = 3.37

Each line ends with the Mulliken charge.
Geometry (Å):
C -0.412 -0.709 -0.696  -0.372
N -0.901 0.409 -0.137  0.153
O -1.144 0.542 1.099  -0.529
S 3.063 0.639 1.115  -0.894
H -0.652 -0.898 -1.753  0.228
H -0.100 -1.548 -0.067  0.282
H -1.538 0.954 -0.662  0.233
H 1.683 0.611 1.100  -0.101



Record 13
2 unconnected molecules or ions with the total composition CH4O2. Source: the Open Molecules 2025 dataset; level of theory: ωB97M-V with the def2-TZVPD basis set.

- net charge = 0
- structure (SMILES) = C=O.O
- gap between HOMO and LUMO (eV) = 10.94
- LUMO level (eV) = 0.46

Each line ends with the Mulliken charge.
Geometry (Å):
C 0.279 -1.221 0.553  -0.070
O -0.896 -1.054 0.245  -0.396
H 0.692 -0.722 1.462  0.230
H 0.977 -1.875 -0.023  0.244
O -0.348 1.939 -0.498  -0.647
H 0.413 1.549 -0.984  0.310
H -1.118 1.383 -0.754  0.328



Record 14
2 unconnected molecules or ions with the total composition CH4O2PS. Source: the Open Molecules 2025 dataset; level of theory: ωB97M-V with the def2-TZVPD basis set.

- net charge = -1
- gap between HOMO and LUMO (eV) = 6.65
- LUMO level (eV) = 3.45

Each line ends with the Mulliken charge.
Geometry (Å):
C 0.446 -0.234 -0.740  -0.480
O -2.200 0.088 -0.662  -0.556
O -0.842 -0.107 1.488  -0.443
P -1.205 -0.791 -0.032  -0.104
S 1.950 -0.749 0.042  -0.283
H 0.681 1.553 -0.729  0.098
H 0.507 -0.176 -1.916  0.356
H -1.073 0.719 1.203  0.281
H 1.735 -0.305 1.346  0.132



Record 15
A single CH4O2S molecule. Source: the Open Molecules 2025 dataset; level of theory: ωB97M-V with the def2-TZVPD basis set.

- net charge = 0
- gap between HOMO and LUMO (alpha / beta) (eV) = 9.10 / 9.10
- LUMO level (alpha / beta) (eV) = -1.18 / -1.18

Each line ends with the Mulliken charge.
Geometry (Å):
C 0.819 -0.100 -0.245  -0.700
O -1.697 -0.160 -0.712  -0.622
O -0.038 0.963 1.972  -0.469
S -0.440 0.960 0.479  0.619
H 1.896 0.006 0.173  0.296
H 0.891 0.246 -1.387  0.293
H 0.585 -1.099 -0.088  0.292
H -2.014 -0.815 -0.192  0.291



Record 16
A single CH4O2S2 molecule. Source: the Open Molecules 2025 dataset; level of theory: ωB97M-V with the def2-TZVPD basis set.

- net charge = 0
- structure (SMILES) = CO[S@H](=O)=S
- gap between HOMO and LUMO (eV) = 10.37
- LUMO level (eV) = 0.37

Each line ends with the Mulliken charge.
Geometry (Å):
C -1.188 -0.487 -0.327  -0.726
O -0.487 0.312 0.662  -0.261
S 1.091 0.581 0.245  0.589
O 1.200 1.947 -0.412  -0.519
S 2.040 -0.976 -0.335  -0.248
H -0.947 -1.608 -0.301  0.316
H -1.107 0.012 -1.225  0.407
H -2.140 -0.503 0.119  0.248
H 1.537 0.723 1.574  0.194



Record 17
A single CH4O3 molecule. Source: the Open Molecules 2025 dataset; level of theory: ωB97M-V with the def2-TZVPD basis set.

- net charge = 0
- structure (SMILES) = OCOO
- gap between HOMO and LUMO (eV) = 10.50
- LUMO level (eV) = 0.84

Each line ends with the Mulliken charge.
Geometry (Å):
O -1.765 -0.285 -0.062  -0.455
C -0.544 0.253 -0.175  -0.039
O 0.541 -0.652 -0.102  -0.219
O 1.782 0.135 -0.020  -0.316
H -1.945 -0.738 0.765  0.339
H -0.371 0.791 -1.148  0.219
H -0.105 1.086 0.682  0.150
H 2.406 -0.590 0.060  0.322



Record 18
2 unconnected molecules or ions with the total composition CH4O3. Source: the Open Molecules 2025 dataset; level of theory: ωB97M-V with the def2-TZVPD basis set.

- net charge = 0
- structure (SMILES) = O=CO.O
- gap between HOMO and LUMO (eV) = 11.12
- LUMO level (eV) = 0.33

Each line ends with the Mulliken charge.
Geometry (Å):
O 0.171 2.212 -0.635  -0.461
C -0.387 1.348 0.047  0.292
O 0.000 0.000 0.000  -0.430
H -1.242 1.515 0.732  0.233
H -0.519 -0.498 0.689  0.353
O -2.587 -1.807 2.438  -0.640
H -2.508 -1.797 3.419  0.327
H -3.554 -1.765 2.266  0.326



Record 19
A single CH4O3S molecule. Source: the Open Molecules 2025 dataset; level of theory: ωB97M-V with the def2-TZVPD basis set.

- net charge = 0
- structure (SMILES) = OCOSO
- gap between HOMO and LUMO (eV) = 9.55
- LUMO level (eV) = 0.59

Each line ends with the Mulliken charge.
Geometry (Å):
O 0.910 1.464 -1.230  -0.489
C 0.030 0.787 -0.326  -0.052
O 0.554 -0.393 0.302  -0.360
S -0.052 -1.902 -0.105  0.201
O -1.351 -1.787 0.879  -0.439
H 1.814 1.448 -1.010  0.297
H -0.909 0.564 -0.869  0.257
H -0.054 1.367 0.615  0.235
H -0.941 -1.548 1.744  0.351



Record 20
2 unconnected molecules or ions with the total composition CH4O3S. Source: the Open Molecules 2025 dataset; level of theory: ωB97M-V with the def2-TZVPD basis set.

- net charge = 0
- gap between HOMO and LUMO (eV) = 9.99
- LUMO level (eV) = 0.51

Each line ends with the Mulliken charge.
Geometry (Å):
C -0.899 -0.016 -0.634  0.302
O -1.532 -0.803 0.320  -0.425
O -0.518 1.111 -0.393  -0.496
O 1.024 -0.988 -0.279  -0.512
S 1.968 0.105 0.053  0.040
H -1.187 -0.456 -1.659  0.294
H -1.392 -0.461 1.310  0.356
H 0.793 1.065 -0.164  0.301
H 1.742 0.445 1.446  0.139



F_max for the records above, in order: 5.297 6.657 6.135 4.736 3.145 4.436 0.581 1.356 7.040 2.490 2.621 4.772 2.241 4.637 5.553 4.303 6.311 3.868 3.078 3.692 eV/Å
ΔE to the lowest compared entry with this formula, charge and spin for the records above, in order: 1.764 7.049 5.860 7.847 3.858 7.076 0.039 0.094 2.727 4.583 3.643 4.202 0.234 5.111 3.102 2.268 4.292 0.580 2.121 2.950 eV